Entry from the OMol25 dataset: C2H8ClCuN4O2 as an isolated structure in a non-equilibrium geometry (the ωB97M-V functional and the def2-TZVPD basis).

Last column: Mulliken charge in e.
Positions of all 18 atoms, in Å:
H -0.369 -2.448 0.370  0.1042
H 0.195 -4.048 -0.113  0.2067
H -0.187 -1.760 1.983  0.1153
H -0.088 2.167 -3.491  0.2155
C 1.156 -2.953 1.359  0.6903
O 2.046 -3.693 1.570  -0.5888
N 0.259 -3.232 0.479  -0.3684
H 0.421 2.553 -0.232  0.1446
H -0.514 1.963 -1.797  0.1065
Cu -7.805 -0.373 2.449  0.9942
C 1.218 2.851 -2.009  0.6390
O 2.195 3.266 -2.644  -0.6683
N 0.792 -1.959 2.134  -0.3613
Cl -3.826 0.406 0.762  0.0074
H 1.915 3.429 -0.323  0.2391
N 0.148 2.232 -2.511  -0.3408
H 1.332 -1.432 2.806  0.2024
N 1.113 3.031 -0.791  -0.3378

Calculated values
Multiplicity ... 2
HOMO level (spin up / spin down) ... -11.1 / -11.1 eV
Total energy ... -69409.5217 eV
Energy above the lowest of the compared OMol25 structures with the same formula, charge and spin ... 4.968 eV
⟨S²⟩ ... 0.75
Charge ... +1
LUMO energy (spin up / spin down) ... -8.4 / -8.6 eV
HOMO-LUMO gap (spin up / spin down) ... 2.7 / 2.6 eV